{
  "formula": "C15H48F6N12O9P",
  "method": "ωB97M-V/def2-TZVPD",
  "species": ["P", "F", "F", "F", "F", "F", "F", "C", "O", "N", "N", "H", "H", "H", "H", "C", "O", "N", "N", "H", "H", "H", "H", "C", "O", "N", "N", "H", "H", "H", "H", "C", "O", "N", "N", "H", "H", "H", "H", "C", "O", "N", "N", "H", "H", "H", "H", "C", "O", "N", "N", "H", "H", "H", "H", "C", "C", "C", "O", "H", "H", "H", "H", "H", "H", "H", "H", "C", "C", "C", "O", "H", "H", "H", "H", "H", "H", "H", "H", "C", "C", "C", "O", "H", "H", "H", "H", "H", "H", "H", "H"],
  "xyz": [[0.401, 0.380, -0.239], [1.999, 0.413, -0.557], [0.196, 1.630, -1.233], [-0.009, -0.616, -1.504], [-1.208, 0.556, 0.084], [0.353, -0.927, 0.865], [0.667, 1.310, 1.064], [5.252, -0.787, -0.874], [6.262, -1.411, -1.138], [4.575, -0.962, 0.203], [4.797, 0.125, -1.644], [4.884, -1.830, 0.617], [3.584, -0.787, 0.122], [3.960, 0.628, -1.385], [5.262, 0.321, -2.518], [-3.477, -1.267, -3.146], [-2.629, -1.465, -4.000], [-4.605, -1.835, -3.216], [-3.328, -0.613, -1.990], [-4.552, -2.409, -4.046], [-5.206, -1.905, -2.408], [-2.439, -0.169, -1.806], [-4.136, -0.491, -1.397], [0.834, 3.213, -4.213], [0.902, 3.625, -5.323], [0.976, 2.003, -3.802], [0.498, 3.930, -3.196], [0.849, 1.242, -4.454], [0.852, 1.709, -2.843], [0.037, 4.786, -3.470], [0.053, 3.427, -2.441], [2.351, -2.554, 4.052], [2.910, -3.442, 4.632], [2.864, -1.359, 3.790], [1.138, -2.643, 3.504], [2.326, -0.621, 3.358], [3.831, -1.086, 3.897], [0.789, -1.959, 2.848], [0.755, -3.576, 3.467], [-1.404, -3.752, 0.049], [-1.753, -4.886, -0.052], [-0.992, -3.240, 1.180], [-1.092, -3.025, -0.987], [-0.717, -2.272, 1.100], [-0.884, -3.756, 2.042], [-0.779, -3.526, -1.806], [-0.599, -2.171, -0.770], [-2.285, 4.368, 2.057], [-2.908, 4.703, 3.030], [-2.404, 4.942, 0.916], [-1.690, 3.222, 1.967], [-2.131, 4.467, 0.068], [-2.981, 5.771, 0.894], [-1.179, 2.808, 1.201], [-1.356, 2.809, 2.826], [-0.787, 0.621, 3.794], [0.132, 1.706, 4.444], [0.428, 1.412, 5.942], [1.314, 1.734, 3.825], [-0.941, 0.633, 2.715], [-1.705, 0.477, 4.365], [-0.292, -0.309, 4.075], [-0.233, 2.701, 4.189], [0.947, 2.257, 6.393], [1.054, 0.528, 6.062], [-0.521, 1.285, 6.463], [1.180, 1.874, 2.885], [-4.232, 3.502, -1.502], [-3.011, 3.230, -2.309], [-3.226, 3.149, -3.831], [-2.087, 4.363, -2.046], [-4.204, 3.967, -0.517], [-4.591, 2.482, -1.364], [-4.906, 4.160, -2.050], [-2.376, 2.378, -2.067], [-4.047, 3.744, -4.231], [-3.385, 2.125, -4.171], [-2.389, 3.610, -4.355], [-2.612, 5.167, -2.061], [2.564, -4.115, 0.420], [2.320, -5.176, -0.678], [3.010, -4.851, -1.977], [2.803, -6.471, -0.244], [2.312, -3.075, 0.213], [3.642, -3.973, 0.502], [2.133, -4.271, 1.409], [1.252, -5.259, -0.880], [3.898, -4.221, -1.916], [2.261, -4.307, -2.551], [3.259, -5.728, -2.575], [3.619, -6.390, 0.255]],
  "largest_force_ev_per_a": 6.8,
  "gap_ha": 0.3510,
  "de_lowest_kj_mol": 450.1,
  "e_homo_ev": -7.5,
  "total_energy_ev": -78247.5482,
  "charge": -1
}